Entry from OMol25: a molecular structure, C19H8Cl2F5N2O2S3Sn (the ωB97M-V functional and the def2-TZVPD basis).

- net charge = +1
- HOMO (eV) = -11.4
- lowest unoccupied orbital energy (eV) = -3.5
- energy above the lowest of the compared OMol25 structures with the same formula, charge and spin (kJ/mol) = 172.6
- HOMO-LUMO gap (eV) = 7.9
- 2S+1 = 1

Positions of all 42 atoms, in Å:
1 Sn 0.649 0.271 -0.139
2 Cl -0.303 -5.013 3.322
3 Cl -1.968 -0.365 0.859
4 S 0.075 -3.081 0.866
5 S 0.141 2.645 0.187
6 S -2.217 1.737 -3.673
7 F 0.855 0.723 2.468
8 F 0.698 5.279 1.337
9 F 1.684 1.367 4.915
10 F 2.032 3.961 5.588
11 F 1.549 5.891 3.785
12 O -0.585 -2.323 -0.477
13 O -1.009 -4.324 -1.255
14 N -0.577 0.680 -2.033
15 N -1.105 -3.223 -1.528
16 C -0.911 0.818 -4.342
17 C 1.623 3.643 4.380
18 C 1.290 -0.725 -4.933
19 C -3.362 -2.550 3.850
20 C 1.015 2.023 2.767
21 C 0.995 -0.483 -3.610
22 C 1.372 4.626 3.457
23 C -1.247 -2.799 2.016
24 C -0.613 0.576 -5.685
25 C 0.493 -0.194 -5.965
26 C 1.445 2.326 4.036
27 C 0.937 4.293 2.197
28 C -1.422 -3.716 3.078
29 C -1.653 1.417 -2.106
30 C -2.131 -1.720 1.989
31 C -2.461 -3.589 3.981
32 C 0.746 2.978 1.814
33 C -3.195 -1.604 2.861
34 C -0.119 0.310 -3.317
35 H 0.754 -0.395 -6.998
36 H -2.157 1.822 -1.228
37 H -4.194 -2.461 4.540
38 H -2.558 -4.314 4.784
39 H 2.149 -1.336 -5.186
40 H -3.878 -0.766 2.770
41 H -1.231 0.981 -6.481
42 H 1.606 -0.899 -2.822



Entry from OMol25: a molecular structure, C19H9Cl2FeN3O9S (the ωB97M-V functional and the def2-TZVPD basis).

- net charge = -2
- HOMO (spin up / spin down) (eV) = -2.1 / -2.1
- lowest unoccupied orbital energy (spin up / spin down) (eV) = 4.4 / 4.4
- HOMO-LUMO gap (spin up / spin down) (eV) = 6.5 / 6.5
- 2S+1 = 1

Positions of all 44 atoms, in Å:
1 Fe -0.409 -0.410 -0.467
2 Cl 1.098 1.634 -1.310
3 Cl 0.847 -1.508 -5.781
4 S 0.047 -1.132 -2.717
5 O 0.796 -0.202 3.663
6 O -0.807 -4.317 0.375
7 O -4.536 2.160 5.487
8 O -3.214 2.453 -0.566
9 O -0.270 0.362 1.334
10 O -0.395 0.012 5.432
11 O -5.514 2.747 3.666
12 O -1.241 -2.155 -0.078
13 O -1.927 0.669 -0.896
14 N 1.273 -1.497 0.057
15 N -0.208 0.180 4.227
16 N -4.601 2.195 4.263
17 C 1.989 0.898 -5.640
18 C 0.936 0.078 -3.556
19 C 1.981 -3.773 0.187
20 C 0.994 -2.799 0.132
21 C -2.428 1.348 1.359
22 C -1.319 0.712 3.434
23 C 2.086 2.269 -3.694
24 C -3.478 1.815 2.097
25 C 1.296 -0.054 -4.917
26 C -2.403 1.162 4.163
27 C -3.475 1.706 3.494
28 C 3.595 -2.021 0.117
29 C -1.269 0.762 1.996
30 C 2.390 2.079 -5.035
31 C -2.519 1.520 -0.157
32 C 3.303 -3.378 0.158
33 C -0.488 -3.150 0.145
34 C 1.396 1.295 -2.999
35 C 2.550 -1.117 0.076
36 H 2.204 0.704 -6.682
37 H -4.300 2.285 1.578
38 H 2.380 3.171 -3.176
39 H 4.614 -1.660 0.109
40 H -2.397 1.089 5.237
41 H 2.731 -0.052 0.060
42 H 4.102 -4.111 0.174
43 H 1.666 -4.805 0.246
44 H 2.925 2.835 -5.595



Entry from OMol25: a gas-phase ion, C2 (charge -1) (the ωB97M-V functional and the def2-TZVPD basis).

- net charge = -1
- HOMO (spin up / spin down) (eV) = -3.4 / -3.0
- lowest unoccupied orbital energy (spin up / spin down) (eV) = 6.5 / 3.9
- <S²> = 0.75
- energy above the lowest of the compared OMol25 structures with the same formula, charge and spin (kJ/mol) = 0.0
- HOMO-LUMO gap (spin up / spin down) (eV) = 9.9 / 6.9
- 2S+1 = 2

Positions of all 2 atoms, in Å:
1 C 0.000 0.000 -0.627
2 C 0.000 0.000 0.627



Entry from OMol25: a gas-phase ion, C2 (charge -1) (the ωB97M-V functional and the def2-TZVPD basis).

- net charge = -1
- HOMO (spin up / spin down) (eV) = -3.4 / -3.0
- lowest unoccupied orbital energy (spin up / spin down) (eV) = 6.5 / 3.9
- <S²> = 0.75
- energy above the lowest of the compared OMol25 structures with the same formula, charge and spin (kJ/mol) = 0.0
- HOMO-LUMO gap (spin up / spin down) (eV) = 9.9 / 6.9
- 2S+1 = 2

Positions of all 2 atoms, in Å:
1 C 0.031 -0.455 0.430
2 C -0.031 0.455 -0.430



Entry from OMol25: 2 unconnected molecules or ions with the total composition C2 (the ωB97M-V functional and the def2-TZVPD basis).

- HOMO (eV) = -8.1
- lowest unoccupied orbital energy (eV) = -2.4
- energy above the lowest of the compared OMol25 structures with the same formula, charge and spin (kJ/mol) = 720.5
- HOMO-LUMO gap (eV) = 5.6
- 2S+1 = 1

Positions of all 2 atoms, in Å:
1 C 0.000 0.000 -1.343
2 C 0.000 0.000 1.343



Entry from OMol25: a molecular structure, C2 (the ωB97M-V functional and the def2-TZVPD basis).

- HOMO (eV) = -9.1
- lowest unoccupied orbital energy (eV) = -2.7
- energy above the lowest of the compared OMol25 structures with the same formula, charge and spin (kJ/mol) = 369.3
- HOMO-LUMO gap (eV) = 6.4
- 2S+1 = 1

Positions of all 2 atoms, in Å:
1 C 0.000 0.000 1.006
2 C 0.000 0.000 -1.006



Electronic energy for the records above, in order: -3817.09225; -4153.18826; -76.03326; -76.03326; -75.60309; -75.73684 hartree